ORCA calculation (wB97M-V/def2-TZVPD) on a 4-piece molecular cluster, C21H55N4O7S overall at a distorted geometry.

Charge = +1
HOMO level = -9.820 eV
Largest force on an atom = 0.031 hartree/bohr
ΔE to the lowest compared entry with this formula, charge and spin = 0.0 kJ/mol
HOMO-LUMO gap = 6.0 eV
E = -1976.546839 hartree

Geometry as XYZ:
```
88
C21H55N4O7S wB97M-V/def2-TZVPD
H 2.8819 -7.8075 6.5456
O 2.9305 -3.9000 3.0584
H -3.4661 -0.3667 -3.9862
H 2.2464 -5.7915 2.6691
H -5.5227 2.2495 -2.0213
H 0.1840 7.2030 -2.2370
C 1.6292 -5.3215 -0.2825
S 2.3319 -3.6654 0.0936
H 4.5576 -2.6197 4.7506
H 0.4807 5.2589 -1.6042
C -1.9849 0.5842 -1.0538
C -0.8422 8.9743 -4.1309
H 1.8123 -6.7470 -1.8348
H -3.3965 2.8963 -3.0418
C -1.0780 6.6309 -4.5602
H 3.6462 -4.4674 5.8094
O 1.9201 -6.0479 6.8867
C 0.4995 -5.2189 -2.6683
H 0.0732 0.0995 -1.5536
C -0.3612 4.7880 -1.0869
H 1.5560 -2.7381 4.1148
H 3.9417 -6.3921 6.4977
C 1.9445 -4.8581 7.6697
C -1.3769 8.0062 -1.2262
H 3.3414 -7.0146 8.0605
H 1.4150 -4.9955 4.0156
H -0.3642 -3.4798 -1.9307
H -0.5673 3.8336 -1.5744
C -1.5036 6.7540 -0.3733
O -0.5323 7.8724 -4.9681
O -5.0399 0.8184 -3.3397
C -0.8622 -0.4110 -1.3018
H -0.1073 10.0942 -2.4501
H 3.3604 -1.5843 5.5057
H -2.0510 6.7454 -4.0774
C -3.4051 2.2613 -2.1535
H 2.6657 -5.2501 -2.1690
H -1.5415 8.8852 -0.5968
H -0.3881 6.1000 -3.9000
H -0.8914 -0.3499 -4.0811
H 3.0775 -5.6290 4.2044
H 2.7274 -4.8914 8.4310
H 0.6471 -5.4639 0.1650
H -0.0925 4.5966 -0.0436
H -5.0772 -1.0529 -4.1306
H 2.2579 -2.1207 -1.3233
O -1.5306 5.5805 -1.1811
O -1.2194 -1.3712 -2.2942
H 0.5487 -1.1310 -3.3703
C -4.7343 1.5024 -2.1364
H -0.6700 9.8610 -4.7457
H -2.1680 0.9323 -3.0421
H -2.8911 0.0056 -0.8400
C -0.5323 -1.2191 -3.5251
O 1.5565 -2.5527 -0.8293
H 0.0778 -6.1228 -3.1108
H -2.4620 6.7940 0.1512
N -0.5618 -4.4623 -2.0327
N -0.0570 8.0997 -1.8411
H 1.2837 -3.6835 6.0328
H -1.2071 6.0170 -5.4528
H 1.9142 -2.7323 7.3887
H -1.9094 8.9816 -3.8835
H 2.3034 -5.9987 0.2591
H -0.9149 -4.8772 -1.1908
H -4.3241 -0.9703 -2.5307
H -0.7274 -2.1079 -4.1252
C 1.7268 -5.6578 -1.7806
H -2.1760 7.9712 -1.9759
H 0.8835 -4.6076 -3.4869
H -4.8289 0.8298 -1.2761
H 1.0902 9.0848 -3.2406
H -0.7143 6.7049 0.3819
C -4.4345 -0.4521 -3.4863
N 3.4044 -3.5576 6.1744
N -2.1655 1.4769 -2.1919
H 2.0466 -3.4159 1.4414
H 2.7960 -1.8871 3.2216
C 3.0871 -6.8448 7.0122
C 2.0797 -3.6289 6.7861
C 3.5205 -2.5839 5.0932
H -1.7454 1.1788 -0.1672
H 0.9833 -4.8019 8.1857
C 2.6219 -2.7547 3.8662
H -3.3673 2.9316 -1.2894
C 2.3821 -5.1328 3.5300
H -0.6947 -0.9735 -0.3783
C 0.0535 9.1082 -2.8966
```

---

ORCA calculation (wB97M-V/def2-TZVPD) on a 14-piece molecular cluster, C21H56F16N12O24P2S4 overall at a distorted geometry.

HOMO level = -6.408 eV
Largest force on an atom = 0.149 hartree/bohr
ΔE to the lowest compared entry with this formula, charge and spin = 0.0 kJ/mol
HOMO-LUMO gap = 3.7 eV
E = -7169.404267 hartree

Geometry as XYZ:
```
135
C21H56F16N12O24P2S4 wB97M-V/def2-TZVPD
F 4.3689 1.9147 -2.8131
C 4.7541 -0.4215 6.4909
H 1.6566 -0.9082 4.3093
S 3.0752 -5.2785 -4.5426
H -7.7679 -3.0564 -2.4350
H -3.6624 3.1789 7.1600
H -3.1573 5.3553 2.4756
F 0.0880 -3.8003 -3.8634
O -5.3380 5.1479 0.0949
P 4.0116 0.3269 -3.2300
C 3.9246 -0.1378 5.2555
O 6.8270 -2.6188 0.5564
C -3.4903 3.8293 0.4581
F 3.3615 -7.2004 -1.2340
C 6.3130 3.1306 -0.7307
C -4.4491 -0.7668 -2.0831
H -1.3364 1.6344 -6.6861
H -1.1380 0.3507 -4.4034
F 5.6229 -0.0854 -3.4618
C -0.6860 0.8801 0.7537
H -3.4632 6.6806 1.6928
O -2.7578 3.0023 3.4669
H 2.3057 3.3180 -1.7683
F -2.1019 -3.7208 -4.8589
N -1.0389 -3.4646 1.7283
F -2.8626 -4.8164 -2.9152
H 4.1453 -0.9660 7.2127
O -0.9420 2.6409 -3.6630
F 6.1450 0.6861 3.1649
H -4.4482 0.2763 4.8434
O -0.7916 3.7782 3.0507
F -1.2363 -5.5533 -3.8333
F 3.8109 0.8390 -4.7219
H -8.8688 -1.6938 -2.3292
N -1.5229 2.8895 3.4029
O 1.5376 -6.5836 -2.6424
H 1.5709 -1.5669 -5.8322
O -1.5840 -3.1441 0.6798
H -0.0770 -0.6822 -1.6886
O -0.6403 0.8757 -2.6679
H -5.9108 6.6689 2.3982
N -6.9599 -1.3389 -1.5550
H -6.8862 -0.3317 -1.5657
H 2.2698 -1.4191 -1.3342
N -1.5728 0.0164 -5.2515
H 2.3063 -2.3361 3.4546
O 2.1969 -6.1030 -5.3881
H -3.7067 -1.2724 -2.7007
H -1.1437 0.3655 1.5986
H -2.4521 3.8609 0.7885
F 3.6834 -1.2998 -3.5204
H -2.6071 0.4323 -7.0835
H 1.7783 2.7475 -0.2231
H -2.2933 -0.8171 4.0267
H -4.0678 3.0792 0.9984
H -4.7728 2.8317 5.8338
O -0.8299 -1.4210 -7.0091
N -0.8657 2.0444 -2.6163
H -3.8812 -0.3277 -1.2628
F 5.6724 -3.8050 2.3301
O -3.2004 0.3518 7.4970
C 0.9212 -0.8847 -5.2840
O -5.3292 -3.0231 -1.7701
C 4.9587 3.7619 -0.8103
H 3.9300 -2.1590 5.0262
H -4.5938 6.7122 3.7025
H 2.2430 4.4800 -0.3181
N -3.5479 0.6325 5.1309
S 5.6205 -2.4332 1.4440
H 1.6078 -2.4033 0.1486
N 0.2502 -0.9974 -0.7866
C -3.6663 1.0767 6.5899
H -5.6699 5.3253 3.3270
H 6.3206 2.0409 -0.7582
H -2.7234 -1.2477 5.6780
H -2.2794 -0.5883 -4.8575
O 4.3035 -2.3660 0.8485
C -2.1512 1.0271 -6.2920
O 4.7818 4.9495 -1.0133
O -0.9806 1.8664 3.6809
O 4.5264 0.2878 1.5533
N 3.8288 2.9671 -0.1542
N 3.8926 -6.0679 -3.2887
S 2.7814 -5.9538 -2.2220
C -5.5262 -1.8189 -1.8078
C -2.4177 -0.4222 5.0350
H -4.9474 -0.0305 -2.7136
N 5.9404 -1.3843 2.7326
O -0.3851 -2.5922 2.3635
H -3.4610 1.3167 4.3931
O 2.7011 -4.8314 -1.2853
H 0.9970 -1.3085 -4.2826
H -1.4818 0.0119 5.3868
H -0.5306 -1.5191 -0.4148
H 1.2179 -2.7832 -1.5718
H -0.3945 1.8905 1.0404
H -1.5555 0.9332 0.0984
H 6.7710 3.6060 0.1366
O -1.2060 -4.6361 2.1882
C -5.0983 6.1557 2.9126
F 4.1997 -0.1040 -1.5546
H 3.9400 2.9414 0.8493
F 2.4705 0.7072 -2.9729
C 2.4351 3.4765 -0.6977
C 1.4827 -2.0035 -0.8577
O 2.7294 -3.8771 -4.2541
P -1.4663 -4.0546 -3.3832
H 5.6379 -1.0589 6.4634
C -7.8544 -1.9830 -2.6040
C -4.2736 5.0056 0.7234
H 6.7327 3.4939 -1.6687
H 2.4990 -0.6246 2.7290
H -2.7708 1.7087 -5.7091
F 4.3847 -5.0640 -5.5079
C 2.4129 -1.2623 3.6088
H -7.5555 -1.6866 -3.6094
C -4.3650 2.4439 6.7673
O 3.3968 1.0039 5.0778
C -0.5344 -0.8735 -5.9463
H -7.2229 -1.6695 -0.6376
O -1.0865 2.5838 -1.5673
F -0.9250 -4.3445 -1.8547
C 0.5253 0.1722 0.1200
N -3.9050 5.8188 1.9794
O 1.6107 0.4698 0.4598
H -3.4566 3.6063 -0.6083
H 4.5847 -1.3552 3.8533
H 1.4395 0.0739 -5.3087
O 7.0367 0.1733 0.9916
H -5.1698 2.2596 7.4789
N 3.7312 -1.3989 4.3916
H 3.8466 2.0250 -0.5179
H 5.0145 0.4737 7.0555
S 5.8747 -0.1578 1.8471
F -1.9624 -2.7063 -2.7305
```

---

ORCA calculation (wB97M-V/def2-TZVPD) on C21H57FInO8S as an isolated structure at a distorted geometry.

Charge = -1
HOMO level = -5.021 eV
Largest force on an atom = 0.123 hartree/bohr
HOMO-LUMO gap = 6.8 eV
E = -2124.148638 hartree

Geometry as XYZ:
```
89
C21H57FInO8S wB97M-V/def2-TZVPD
H 0.2065 3.7909 0.8187
C -6.1541 3.7488 -2.2982
C 6.4726 4.4369 1.3780
O -5.9707 2.8542 -3.3856
H -3.8712 -1.2614 0.8839
H -8.1819 4.2529 -2.8465
H -6.6250 -5.2011 -2.0329
H -5.6808 -5.8026 2.1570
C -3.7909 -1.9844 0.0656
H 6.2547 0.6529 5.1023
H 5.7433 -2.2209 -0.8337
H 5.7354 3.2614 -1.8362
S 4.6527 4.3586 1.8309
H -3.8211 2.0233 -1.8627
H -3.0019 -4.6363 2.2351
H 6.5169 4.3930 0.1861
O 8.1245 -1.3526 -1.6584
H -1.8693 3.9294 -0.4690
H 7.8418 -2.1589 3.6115
C 7.7736 -1.6939 -0.3254
C 0.3444 2.8683 0.0779
C 4.7051 2.6595 -1.8142
H -6.4518 3.2177 -4.1488
H 6.9054 5.4860 1.6727
H -2.0090 1.4333 -2.2875
H -0.7627 0.9489 -0.5581
H -3.5027 -6.0653 3.1306
H -5.3770 -4.7518 4.1809
H -3.1486 2.8136 0.3670
C -3.4820 -4.9711 3.1605
C -7.4620 -5.9056 -1.9898
H 1.8681 1.9550 -2.9591
H 5.9451 -0.5438 -0.3422
O -6.1219 -7.5397 -0.8437
H 6.7390 -1.7644 5.5915
H 7.8406 -0.4349 -1.8105
H 5.2500 -1.5985 4.6402
H 2.5979 5.0643 -0.8906
H -8.0555 2.9029 -1.7256
C 1.7594 2.1480 0.5251
H 5.9887 -1.8309 0.8856
H -7.7872 4.5621 -1.1393
C 6.3342 -1.4533 4.6236
H -5.3942 -6.8946 -0.8588
H 4.4033 1.8368 -4.0340
O 6.8779 -2.2890 3.6124
C 6.6707 -0.0051 4.3342
H -3.4054 -2.9134 0.4982
H -4.8618 -3.3174 3.2718
C 6.2762 -1.5668 -0.1359
In 3.4165 3.5838 -0.1998
H -7.4327 -6.4917 -2.9143
H 1.9338 1.0920 0.0035
H -1.2420 -2.0675 -0.1062
H -7.3544 -6.2313 0.1462
O 4.3819 3.4842 3.1172
H -1.2503 1.4938 1.1977
H 7.7552 0.1403 4.2948
C -7.6289 3.8791 -1.9786
H -5.6089 3.3543 -1.4357
H 0.5097 3.2264 -1.0481
O 4.1760 5.8073 2.2388
C -2.2517 2.8028 -0.3980
C 4.0893 2.7305 -3.3315
C 2.4573 2.8574 -3.4177
H 1.8633 2.1148 1.6903
C -0.9653 1.8827 0.1224
H -8.3974 -5.3399 -1.9596
H -8.1651 -7.5276 -0.7547
C -2.8595 -1.4678 -1.0114
F 5.0189 1.2555 -1.3671
C -7.3390 -6.8110 -0.7817
O -5.6589 -4.8302 2.1498
H -4.7892 -2.1721 -0.3394
H -2.7636 -2.1908 -1.8272
C -2.6785 2.3311 -1.9098
H 7.1051 3.5342 1.8102
H 4.5278 3.7133 -3.8428
H 8.0971 -2.7224 -0.1398
H -5.7232 4.7186 -2.5649
O -1.5720 -1.2253 -0.4638
H 8.3134 -1.0333 0.3599
H -2.8714 -4.6533 4.0102
H -3.2369 -0.5282 -1.4256
C -4.8856 -4.4111 3.2645
H 6.2736 0.2946 3.3588
H 2.1871 2.8678 -4.5806
H -2.5773 3.1839 -2.7283
H 2.1064 3.9141 -2.9920
```

---

ORCA calculation (wB97M-V/def2-TZVPD) on a 8-piece molecular cluster, C21H57N15O13P2 overall at a distorted geometry.

HOMO level = -8.220 eV
Largest force on an atom = 0.047 hartree/bohr
HOMO-LUMO gap = 8.6 eV
E = -3316.919915 hartree
SMILES = CCOP(=O)(CC[C@]1(CN)OC(=O)O[C@@H]1P(CC)CC)OCC.NC(N)=O.NC(N)=O.NC(N)=O.NC(N)=O.NC(N)=O.NC(N)=O.NC(N)=O

Geometry as XYZ:
```
108
C21H57N15O13P2 wB97M-V/def2-TZVPD
H 1.6575 -2.4457 -1.4178
H 0.0024 -0.8542 -4.4122
C -4.9932 0.0581 3.4686
N -2.7396 0.4522 -4.6161
O 4.0122 -0.1924 -1.9757
C -0.8632 4.3440 -5.0171
H 0.3603 5.3559 1.5072
C 2.7022 -4.7848 0.0047
O -3.9281 0.5191 3.8444
H 3.1384 -3.8376 1.8752
H -1.1568 3.0383 -3.4009
N -0.0622 -1.2968 -3.5030
O 1.6285 3.4692 1.2226
H 5.9335 -1.6341 -2.5864
H 2.7989 1.7259 1.2039
H -2.3014 -4.8126 0.1599
H 1.7382 -0.0316 0.2895
H -0.3935 -4.2502 0.9349
H -4.8127 4.0606 6.8103
C 0.8328 -2.1222 -0.7972
C 2.8615 -3.5330 0.8775
C 0.9482 0.4109 -0.2955
N -3.6055 0.3959 -6.7613
C 0.6527 -0.4519 -2.5392
H 3.5734 3.1836 1.6538
H -1.8095 3.9031 -6.7653
H -1.8417 5.0265 3.2447
N -3.2914 -6.4690 -1.4756
H -6.8443 -0.7388 4.0563
O -0.2756 -2.9679 -1.1792
H -2.1591 6.4540 2.2344
C 4.6422 -0.1280 -3.0197
C 0.2767 -0.7186 -1.0747
O -3.1388 -7.8837 0.2958
H -1.8978 -3.2997 2.5747
C -0.6795 5.0931 1.4010
H -0.1252 4.3882 -3.1130
O -0.3146 5.3593 -5.4085
H 1.3832 1.0812 -1.0119
H 0.4544 -2.1564 -3.6334
H 2.4551 -4.5178 -1.0121
H -5.7693 -0.2695 5.3225
H -3.1572 -5.5605 -1.8783
C -1.3970 -2.2693 -0.9675
N -4.0163 4.6195 6.5757
H 1.8953 -5.3912 0.3955
C 0.0608 -3.6134 1.6821
H 1.7246 -0.6054 -2.5874
H 5.1575 -2.3411 4.9999
C 2.8587 2.7742 0.9552
H -4.6072 0.2024 1.4838
H -3.6788 -7.2025 -2.0362
N -5.2989 -0.0849 2.1501
H 3.5851 -5.4083 0.0346
H -0.5749 -2.4004 3.3094
H -1.0224 1.0553 0.4487
H 4.2481 2.3411 -0.5501
P 0.2942 2.9833 0.4966
O -0.8541 3.6610 1.3748
H 7.4495 -2.3979 4.4212
N -2.4439 -5.7345 0.5375
H -2.1303 2.7509 -5.5192
N -1.6768 3.5898 -5.8240
H 3.6786 -2.9520 0.4690
N -2.9243 2.7858 5.7126
C 0.0302 1.1967 0.6439
H 7.9213 -1.9610 2.8185
H -1.2376 -1.8594 1.8176
H 3.8322 4.0192 -0.4957
N 4.9548 -2.0400 4.0666
C -0.9878 -2.7511 2.3747
N 4.3442 0.7823 -3.9956
O -2.5161 -2.7570 -0.8377
H -4.5419 0.4637 -6.4126
C 5.9113 -1.8460 3.1041
P 1.3406 -2.5189 0.9668
H -1.0625 5.5374 0.4947
H -2.1284 2.3809 5.2584
O -1.1153 -0.9570 -0.8794
H 3.5796 1.4082 -3.8233
H 4.0028 -1.8617 3.8060
H 4.8460 0.8551 -4.8593
C -2.9697 -6.7747 -0.1788
H -6.1616 -0.4685 1.8174
N -0.7124 3.8689 -3.7394
O -1.3658 0.2799 -6.4042
H 0.5294 -4.2660 2.4058
C 3.4215 3.0227 -0.4192
N -5.9651 -0.3559 4.3447
N 5.6926 -0.9607 -3.2889
H -0.6970 6.3049 3.1655
O 0.1586 3.3951 -0.9098
O -1.9400 4.8386 5.7014
H -3.7055 2.1968 5.9224
H -2.1957 -5.9185 1.4902
H -4.0291 5.5992 6.7820
H 0.1547 0.9210 1.6852
H -1.9315 0.4319 -4.0202
C -2.8854 4.1192 5.9751
N 7.1999 -2.0953 3.5000
C -2.4963 0.3654 -5.9582
H -3.4554 0.3455 -7.7508
C -1.4138 5.7524 2.5757
H 0.4633 0.5806 -2.8155
H -3.6516 0.5282 -4.2083
O 5.6309 -1.4779 1.9794
H 6.2251 -0.9266 -4.1363
H 2.7065 2.8781 -1.2130
```

---

Q: Among the records above, which one has the lowest HOMO level?
A: C21H55N4O7S